1.
Formula: C20H49F7N7O9P2S3Si
Source: the OMol25 dataset
Level of theory: ωB97M-V/def2-TZVPD

ORCA input file:
```
! wB97M-V def2-TZVPD RIJCOSX def2/J DEFGRID3
* xyz -1 1
C 5.559 1.533 0.187
Si 3.832 0.851 0.543
C 3.858 -0.957 -0.038
C 3.588 0.792 2.412
O 2.593 1.575 -0.307
C 2.580 2.998 -0.288
C 1.526 3.592 0.663
S 0.151 4.366 -0.211
O 0.657 5.031 -1.388
O -0.470 5.314 0.681
N -0.757 3.091 -0.653
S -2.297 3.265 -0.388
O -2.712 3.399 0.982
O -2.980 4.122 -1.305
S -3.032 1.286 -0.952
O -2.263 0.864 -2.091
O -4.429 1.307 -1.287
C -2.613 0.034 0.386
F -2.416 -1.144 -0.207
F -1.429 0.428 0.896
C -3.598 -0.049 1.590
F -4.884 -0.004 1.227
F -3.297 0.895 2.485
C -3.416 -1.412 2.349
F -3.993 -2.399 1.652
F -2.144 -1.681 2.604
F -4.095 -1.338 3.508
H 5.609 2.590 -0.083
H 6.069 0.954 -0.584
H 6.129 1.435 1.119
H 4.897 -1.223 -0.254
H 3.350 -0.998 -1.006
H 3.407 -1.642 0.678
H 2.543 0.753 2.726
H 4.148 1.568 2.939
H 4.027 -0.156 2.748
H 3.546 3.460 -0.055
H 2.328 3.329 -1.299
H 1.967 4.385 1.266
H 1.082 2.817 1.288
O 9.402 1.997 -3.418
P 8.836 1.972 -4.820
N 7.184 2.242 -4.416
C 5.975 1.523 -4.747
C 6.875 3.548 -3.849
N 9.298 0.331 -5.182
C 8.380 -0.802 -5.221
C 10.557 -0.085 -4.564
N 8.667 2.309 -6.527
C 9.067 3.666 -6.908
C 7.718 1.769 -7.460
H 5.392 2.046 -5.519
H 5.334 1.435 -3.864
H 6.142 0.507 -5.096
H 6.696 4.291 -4.640
H 7.692 3.913 -3.223
H 5.992 3.511 -3.208
H 7.577 -0.730 -4.482
H 8.903 -1.736 -5.011
H 7.959 -0.947 -6.221
H 10.424 -0.419 -3.528
H 11.282 0.728 -4.558
H 11.002 -0.902 -5.138
H 8.246 4.387 -6.774
H 9.383 3.701 -7.954
H 9.914 4.003 -6.305
H 6.876 2.455 -7.626
H 7.303 0.810 -7.169
H 8.215 1.610 -8.424
O -11.242 -3.119 4.812
P -9.765 -3.024 4.502
N -9.547 -4.638 3.923
C -8.616 -5.677 4.296
C -10.235 -4.956 2.683
N -9.247 -2.699 6.134
C -8.595 -3.665 7.008
C -10.194 -1.900 6.913
N -8.262 -2.400 3.886
C -8.391 -1.681 2.613
C -6.935 -2.929 4.047
H -7.812 -5.797 3.555
H -9.134 -6.641 4.369
H -8.149 -5.513 5.263
H -9.638 -4.671 1.805
H -11.192 -4.435 2.623
H -10.457 -6.024 2.616
H -8.958 -4.688 6.865
H -8.772 -3.425 8.057
H -7.506 -3.635 6.904
H -10.990 -2.511 7.356
H -10.667 -1.137 6.297
H -9.668 -1.379 7.716
H -8.358 -2.365 1.752
H -7.588 -0.949 2.495
H -9.335 -1.131 2.573
H -6.618 -3.509 3.169
H -6.807 -3.565 4.918
H -6.232 -2.103 4.169
*
```

Calculated values
Max |F|, eV Å⁻¹: 7.04
LUMO level, eV: 1.17
Orbital gap, eV: 7.50

2.
Formula: C6H16
Source: the OMol25 dataset
Level of theory: ωB97M-V/def2-TZVPD

ORCA input file:
```
! wB97M-V def2-TZVPD RIJCOSX def2/J DEFGRID3
* xyz 0 1
C -2.115 0.248 0.094
C -1.602 -0.165 -1.245
C -1.082 0.889 -2.263
H -2.956 -0.483 0.472
H -1.378 0.058 0.907
H -2.616 1.267 -0.028
H -2.292 -0.690 -1.877
H -0.821 -0.830 -1.240
H -0.773 0.564 -3.194
H -0.319 1.315 -1.654
H -1.843 1.697 -2.452
C 1.846 -1.601 0.575
C 1.100 -0.462 1.378
C 1.841 0.898 1.475
H 2.195 -2.530 1.280
H 2.639 -1.061 -0.056
H 0.887 -2.018 0.039
H 0.069 -0.185 1.040
H 0.899 -0.705 2.474
H 2.908 0.669 1.425
H 1.670 1.537 0.593
H 1.742 1.586 2.258
*
```

Calculated values
Max |F|, eV Å⁻¹: 4.48
LUMO level, eV: 1.09
Orbital gap, eV: 11.58

3.
Formula: C35H34BrHgN6O2Sb
Source: the OMol25 dataset
Level of theory: ωB97M-V/def2-TZVPD

ORCA input file:
```
! wB97M-V def2-TZVPD RIJCOSX def2/J DEFGRID3
* xyz -1 2
Hg -2.599 -3.575 -1.831
C 5.329 -0.308 2.783
C 4.694 0.286 1.529
C 5.247 0.011 0.240
C 4.721 0.808 -0.785
C 3.581 1.552 -0.593
C 3.110 1.674 0.673
N 3.615 1.014 1.731
Sb 1.074 2.092 1.265
C 1.103 3.695 2.771
C 2.254 3.738 3.553
C 2.302 4.796 4.489
C 1.153 5.543 4.601
C -0.008 5.349 3.786
C -1.301 6.005 4.156
N 0.055 4.447 2.829
C 0.513 3.409 -0.332
C 1.348 4.312 -0.966
C 0.792 5.501 -1.613
C -0.535 5.624 -1.659
C -1.345 4.488 -1.241
C -2.860 4.401 -1.612
N -0.844 3.501 -0.517
H 4.684 -1.053 3.240
H 5.420 0.540 3.428
H 6.279 -0.733 2.513
H 6.096 -0.602 0.032
H 5.233 0.770 -1.744
H 3.141 2.008 -1.437
H 2.994 2.931 3.465
H 3.141 5.103 5.097
H 1.149 6.379 5.253
H -1.787 6.652 3.435
H -1.193 6.517 5.125
H -2.068 5.111 4.376
H 2.389 4.038 -1.255
H 1.423 6.306 -1.931
H -1.156 6.387 -2.068
H -3.568 4.153 -0.764
H -2.999 3.484 -2.252
H -3.124 5.306 -2.099
C -1.896 -2.211 2.074
C -0.515 -2.448 2.367
C 0.264 -3.121 1.434
C -0.235 -3.508 0.165
C -1.588 -3.196 -0.066
C -2.423 -2.572 0.832
C 0.694 -4.185 -0.756
C 1.530 -5.178 -0.160
C 2.516 -5.780 -0.950
C 2.549 -5.630 -2.321
C 3.460 -6.322 -3.058
C 3.430 -6.270 -4.441
C 2.748 -5.166 -5.074
C 1.936 -4.343 -4.272
C 1.726 -4.525 -2.888
N 0.849 -3.812 -2.064
H -2.487 -1.715 2.792
H -0.149 -1.946 3.328
H 1.300 -3.379 1.631
H -3.503 -2.490 0.584
H 1.423 -5.264 0.888
H 3.291 -6.295 -0.420
H 4.040 -7.074 -2.496
H 4.114 -6.773 -5.016
H 2.892 -4.900 -6.089
H 1.470 -3.417 -4.681
C -7.500 -2.002 0.867
O -7.465 -1.032 -0.179
C -6.753 -1.414 -1.279
O -6.212 -2.517 -1.317
N -6.772 -0.455 -2.214
N -6.152 -0.880 -3.430
H -7.797 -3.011 0.582
H -8.305 -1.598 1.502
H -6.507 -2.150 1.292
H -6.872 0.510 -1.989
H -5.468 -1.664 -3.199
H -5.600 -0.014 -3.654
Br -3.487 -3.912 -3.995
*
```

Calculated values
Max |F|, eV Å⁻¹: 4.04
LUMO level (spin up / spin down), eV: 2.02 / 2.02
Orbital gap (spin up / spin down), eV: 3.02 / 6.24

4.
Formula: C6H7F2IN2
Source: the OMol25 dataset
Level of theory: ωB97M-V/def2-TZVPD

ORCA input file:
```
! wB97M-V def2-TZVPD RIJCOSX def2/J DEFGRID3
* xyz 0 1
C -1.568 -0.026 -0.422
C -0.402 -0.816 -0.368
C 0.515 0.066 0.114
C -0.280 -2.246 -0.749
C 0.715 2.481 0.521
C 2.984 -0.839 0.266
N -1.272 1.255 -0.124
N 0.042 1.275 0.239
F 2.977 -1.936 -0.524
F 2.994 -1.252 1.532
I 4.624 0.416 -0.150
H -2.649 -0.198 -0.797
H -0.906 -2.754 0.101
H -0.815 -2.455 -1.686
H 0.744 -2.532 -0.541
H 1.821 2.389 0.461
H 0.461 3.242 -0.264
H 0.513 2.973 1.571
*
```

Calculated values
Max |F|, eV Å⁻¹: 4.59
LUMO level, eV: -1.71
Orbital gap, eV: 7.12

5.
Formula: C25H47N5O14
Source: the OMol25 dataset
Level of theory: ωB97M-V/def2-TZVPD

ORCA input file:
```
! wB97M-V def2-TZVPD RIJCOSX def2/J DEFGRID3
* xyz -1 2
C 1.386 -2.660 0.606
N 0.146 -2.482 -0.143
O 0.201 -2.428 -1.347
O -0.894 -2.370 0.510
H 1.224 -1.941 1.410
H 2.120 -2.277 -0.103
H 1.643 -3.668 0.932
C 0.071 3.338 3.357
N -0.192 1.992 3.936
O 0.117 0.951 3.316
O -0.811 1.971 4.995
H -0.910 3.587 2.952
H 0.770 3.259 2.524
H 0.409 4.047 4.113
C -3.659 1.252 -3.504
N -4.154 1.192 -2.084
O -3.980 2.205 -1.429
O -4.506 0.119 -1.609
H -3.209 0.296 -3.772
H -2.941 2.057 -3.662
H -4.508 1.377 -4.176
C -1.942 0.437 0.406
N -0.950 0.853 -0.597
O 0.096 1.366 -0.161
O -1.147 0.581 -1.801
H -2.287 -0.559 0.128
H -2.717 1.203 0.385
H -1.510 0.383 1.405
C 0.395 4.721 -0.816
N -1.007 4.141 -0.692
O -1.475 3.779 -1.795
O -1.521 3.975 0.401
H 0.842 3.939 -1.430
H 0.656 4.819 0.237
H 0.250 5.675 -1.324
C 1.507 -0.030 -3.747
O 2.906 -0.443 -3.922
C 3.520 0.207 -5.047
C 4.977 -0.259 -5.350
O 5.587 0.437 -6.402
C 6.277 -0.406 -7.250
H 1.072 -0.507 -2.869
H 0.922 -0.423 -4.579
H 1.394 1.054 -3.760
H 3.525 1.283 -4.875
H 2.899 0.047 -5.929
H 4.904 -1.325 -5.566
H 5.556 -0.088 -4.443
H 5.671 -0.861 -8.034
H 6.930 -1.078 -6.693
H 6.943 0.268 -7.789
C 3.272 0.680 1.392
O 4.159 0.415 2.458
C 4.041 1.499 3.389
C 4.956 1.381 4.641
O 4.586 0.311 5.446
C 5.540 0.087 6.483
H 3.362 -0.155 0.698
H 3.724 1.555 0.924
H 2.261 0.953 1.696
H 3.022 1.467 3.774
H 4.286 2.510 3.065
H 5.021 2.345 5.145
H 5.958 1.291 4.221
H 5.684 0.973 7.101
H 6.494 -0.350 6.188
H 5.191 -0.618 7.238
C -2.707 -0.893 4.632
C -3.506 -0.198 5.597
C -4.867 -0.033 5.364
C -5.488 -0.476 4.186
C -4.693 -1.112 3.218
C -3.338 -1.353 3.493
H -1.631 -0.947 4.705
H -2.982 0.195 6.455
H -5.416 0.480 6.139
H -6.526 -0.266 3.973
H -5.119 -1.496 2.302
H -2.777 -1.914 2.761
C -3.101 -4.060 -2.995
C -3.975 -4.936 -3.631
C -5.241 -5.050 -3.185
C -5.758 -4.206 -2.221
C -4.896 -3.250 -1.650
C -3.580 -3.218 -2.036
H -2.056 -4.039 -3.267
H -3.596 -5.620 -4.376
H -5.825 -5.855 -3.605
H -6.800 -4.201 -1.935
H -5.333 -2.433 -1.095
H -2.941 -2.465 -1.598
*
```

Calculated values
Max |F|, eV Å⁻¹: 3.31
LUMO level (spin up / spin down), eV: 2.40 / 2.40
Orbital gap (spin up / spin down), eV: 3.28 / 7.40

6.
Formula: C4H12N2O2
Source: the OMol25 dataset
Level of theory: ωB97M-V/def2-TZVPD

ORCA input file:
```
! wB97M-V def2-TZVPD RIJCOSX def2/J DEFGRID3
* xyz -1 2
C 1.484 0.793 0.227
O 0.888 0.228 1.328
C 2.872 0.203 -0.022
N 3.557 0.869 -1.151
H 0.900 0.643 -0.705
H 1.655 1.884 0.313
H 3.495 0.275 0.882
H 2.766 -0.869 -0.230
H 4.383 1.374 -0.881
H 3.829 0.201 -1.858
O -2.752 -1.129 -1.384
C -3.074 -0.240 -0.553
C -2.462 -0.055 0.676
N -1.320 -0.891 0.991
H -3.852 0.487 -0.824
H -1.616 1.207 -0.733
H -2.824 0.616 1.440
H -0.264 -0.305 1.093
H -1.450 -1.475 1.804
H -1.150 -1.473 0.167
*
```

Calculated values
Max |F|, eV Å⁻¹: 1.66
LUMO level (spin up / spin down), eV: 3.82 / 3.81
Orbital gap (spin up / spin down), eV: 6.23 / 7.30